Model 1:
Molecular formula: C4H9N3O
Method: DFT, wB97M-V/def2-TZVPD

Positions of all 17 atoms, in Å:
C  1.01  1.33  0.88
C  1.74  0.95  -0.34
C  -2.24  0.31  -0.34
N  0.06  -0.89  0.73
N  0.32  0.30  0.13
C  -1.01  -0.49  -0.65
N  0.99  -1.90  0.36
O  -0.91  -1.25  -1.59
H  0.80  -2.24  -0.58
H  0.85  -2.67  1.00
H  1.40  0.98  1.83
H  0.46  2.27  0.91
H  1.66  1.55  -1.23
H  2.54  0.23  -0.29
H  -2.08  0.98  0.51
H  -2.53  0.92  -1.20
H  -3.05  -0.36  -0.11

Output
HOMO energy (eV): -7.887
Structure (SMILES): C[C@]1([O-])N(N)[N+]12CC2
Orbital gap (eV): 8.834
Total charge: 0

Model 2:
Molecular formula: C4H9N3O
Method: DFT, wB97M-V/def2-TZVPD

Positions of all 17 atoms, in Å:
C  0.98  -0.36  2.31
C  0.67  1.14  0.23
C  -0.67  0.75  -0.43
C  -0.53  -0.72  -0.59
H  -0.18  -0.33  2.65
H  1.86  -1.16  2.66
H  1.26  0.76  2.55
H  1.32  1.15  -0.61
H  0.92  2.08  0.57
H  -1.46  0.98  0.20
H  -2.21  1.55  -1.76
H  -1.78  -2.39  -1.29
H  0.76  -2.06  -0.35
N  1.27  -0.15  0.83
N  -1.40  -1.26  -1.29
N  0.40  -1.24  0.23
O  -0.63  1.62  -1.51

Output
HOMO energy (eV): -8.923
Orbital gap (eV): 8.114
Total charge: 0

Model 3:
Molecular formula: C4H9N3O
Method: DFT, wB97M-V/def2-TZVPD

Positions of all 17 atoms, in Å:
C  -1.02  -0.70  -1.96
C  -1.16  -0.47  -0.48
O  -1.85  0.46  -0.03
H  -1.01  -1.38  0.13
H  -1.88  -1.29  -2.30
H  -0.12  -1.28  -2.17
H  -0.99  0.24  -2.50
C  0.70  0.31  1.63
N  -0.37  0.99  2.04
C  0.89  0.51  -0.11
N  1.47  -0.47  2.22
N  1.83  -0.15  -0.62
H  -1.19  0.99  1.32
H  -0.41  1.25  3.01
H  2.19  -0.87  1.62
H  2.32  0.32  -1.39
H  0.61  1.54  -0.42

Output
HOMO energy (eV): -8.934
Structure (SMILES): [H]/N=C/C(N)=N\[H].CC=O
Orbital gap (eV): 8.374
Total charge: 0

Model 4:
Molecular formula: C4H9N3O
Method: DFT, wB97M-V/def2-TZVPD

Positions of all 17 atoms, in Å:
C  1.11  2.64  0.54
C  0.95  0.60  -0.54
C  -0.40  -1.31  -0.46
C  -2.01  -1.68  1.22
H  1.87  2.29  1.30
H  1.56  3.41  -0.15
H  0.32  3.24  1.03
H  2.02  0.39  -0.37
H  0.89  -0.93  -3.09
H  -0.34  -2.40  -0.71
H  -2.08  -2.68  0.87
H  -3.01  -1.23  1.17
H  -1.73  -1.71  2.26
N  0.35  1.69  -0.20
N  0.34  -0.45  -1.21
N  -1.10  -0.85  0.48
O  1.27  -1.03  -2.15

Output
HOMO energy (eV): -8.811
Structure (SMILES): C/N=C/N(O)/C=N/C
Orbital gap (eV): 9.574
Total charge: 0

Pick model 3: it beats the second-best structure by 0.0263 hartree.

Model 1:
Molecular formula: C4H9N3O
Method: DFT, wB97M-V/def2-TZVPD

Positions of all 17 atoms, in Å:
C  -0.40  -1.39  0.61
C  -1.02  -0.05  1.08
C  0.36  -0.96  -0.64
C  -1.22  0.69  -0.21
N  2.30  0.72  -0.43
N  -0.05  0.39  -0.98
N  1.26  1.40  -0.52
O  1.02  2.57  -0.52
H  0.09  -2.09  1.34
H  -1.19  -2.03  0.49
H  -1.90  -0.24  1.51
H  -0.36  0.45  1.80
H  1.43  -1.05  -0.76
H  -0.04  -1.64  -1.49
H  -2.19  0.38  -0.73
H  -1.28  1.72  -0.21
H  3.19  1.11  -0.33

Output
HOMO energy (eV): -9.393
Structure (SMILES): [H]/N=[N+](\[O-])N1CCCC1
Orbital gap (eV): 10.406
Total charge: 0

Model 2:
Molecular formula: C4H9N3O
Method: DFT, wB97M-V/def2-TZVPD

Positions of all 17 atoms, in Å:
C  -0.38  1.49  1.83
C  0.65  -2.36  1.58
C  0.03  -2.37  -0.85
C  0.37  1.53  -0.85
N  0.58  0.71  1.28
N  0.23  -2.69  0.55
N  1.00  0.64  0.05
O  0.98  -2.28  2.68
H  -0.37  1.46  2.87
H  -1.06  2.02  1.15
H  -0.91  -2.59  -1.16
H  0.34  -1.36  -0.99
H  0.56  -3.11  -1.58
H  0.77  2.55  -0.55
H  0.70  1.16  -1.91
H  -0.73  1.62  -0.89
H  1.04  0.41  2.12

Output
HOMO energy (eV): -7.953
Orbital gap (eV): 8.770
Total charge: 0

Model 3:
Molecular formula: C4H9N3O
Method: DFT, wB97M-V/def2-TZVPD

Positions of all 17 atoms, in Å:
C  -2.23  -1.04  0.38
C  -0.74  -1.10  0.35
C  -0.08  -0.05  -0.30
C  1.79  1.49  -0.91
H  -3.22  -2.61  1.87
H  -2.25  -0.84  2.57
H  -2.65  -1.76  -0.45
H  -2.65  0.12  0.22
H  -0.28  -1.91  0.81
H  -0.93  0.62  -0.52
H  2.43  -0.50  1.09
H  2.86  1.63  -0.77
H  0.18  1.88  -1.44
N  -2.94  -1.34  1.67
N  1.21  0.55  -0.16
N  1.17  2.37  -1.62
O  2.25  -0.44  0.04

Output
HOMO energy (eV): -8.668
Orbital gap (eV): 9.046
Total charge: 0

Model 4:
Molecular formula: C4H9N3O
Method: DFT, wB97M-V/def2-TZVPD

Positions of all 17 atoms, in Å:
C  0.31  1.75  0.31
N  0.31  0.36  -0.11
C  1.39  -0.43  0.54
C  -0.95  -0.29  -0.18
N  2.08  -0.89  -0.52
N  -0.85  -1.60  -0.65
C  -2.12  0.32  0.02
O  1.64  -0.44  1.71
H  1.46  -0.46  -1.32
H  2.84  -1.54  -0.37
H  -0.12  -2.16  -0.23
H  -1.74  -2.09  -0.61
H  1.35  2.09  0.34
H  -0.24  2.35  -0.41
H  -0.11  1.89  1.30
H  -2.21  1.35  0.29
H  -3.04  -0.22  -0.11

Output
HOMO energy (eV): -8.188
Structure (SMILES): C=C(N)N(C)C(N)=O
Orbital gap (eV): 9.074
Total charge: 0

Pick model 4: it beats the second-best structure by 0.1139 hartree.

Model 1:
Molecular formula: C4H9N3O
Method: DFT, wB97M-V/def2-TZVPD

Positions of all 17 atoms, in Å:
C  -0.39  -1.90  0.18
N  -0.95  -0.63  -0.26
C  -0.40  0.62  0.01
C  1.08  0.96  0.19
N  -2.35  -0.61  -0.55
C  2.08  0.12  -0.09
O  1.35  2.26  0.60
N  -1.22  1.65  0.11
H  2.31  2.39  0.60
H  -2.46  -0.31  -1.52
H  -2.72  0.21  -0.04
H  -0.64  2.48  0.32
H  0.21  -1.79  1.09
H  0.23  -2.33  -0.62
H  -1.18  -2.63  0.39
H  1.92  -0.88  -0.47
H  3.12  0.41  0.04

Output
HOMO energy (eV): -8.673
Structure (SMILES): [H]/N=C(\C(=C)O)N(C)N
Orbital gap (eV): 9.340
Total charge: 0

Model 2:
Molecular formula: C4H9N3O
Method: DFT, wB97M-V/def2-TZVPD

Positions of all 17 atoms, in Å:
C  -2.03  -1.47  -0.78
C  0.53  -0.22  1.65
N  -1.03  -1.78  -1.54
C  1.17  1.07  -0.52
C  0.16  0.53  0.40
N  2.06  2.07  -0.56
N  0.89  -0.04  -1.06
O  -1.12  0.91  0.30
H  -0.18  -2.05  -1.05
H  1.86  2.91  -0.03
H  2.60  2.18  -1.41
H  -3.00  -1.41  -1.27
H  -1.66  0.17  -0.31
H  -2.08  -1.71  0.29
H  -0.05  -1.13  1.72
H  0.29  0.40  2.52
H  1.59  -0.45  1.65

Output
HOMO energy (eV): -8.845
Structure (SMILES): C[C@]1(O)N=C1N.C=N
Orbital gap (eV): 9.466
Total charge: 0

Pick model 1: it beats the second-best structure by 0.0519 hartree.

Model 1:
Molecular formula: H42O21
Method: DFT, wB97M-V/def2-TZVPD

Positions of all 63 atoms, in Å:
O  -2.42  -17.21  8.58
H  -3.05  -16.56  8.98
H  -1.93  -17.59  9.35
O  -3.18  -13.64  6.43
H  -2.86  -13.27  5.58
H  -2.44  -14.25  6.64
O  -1.81  -12.06  8.48
H  -1.94  -11.15  8.83
H  -2.32  -12.15  7.67
O  2.36  -14.04  11.75
H  1.42  -13.85  11.70
H  2.69  -13.55  10.98
O  0.09  -18.38  6.02
H  -0.45  -18.00  5.35
H  -0.36  -19.20  6.23
O  1.99  -17.01  7.77
H  1.11  -17.02  7.35
H  2.58  -17.53  7.21
O  3.00  -19.54  6.10
H  2.10  -19.27  6.15
H  2.96  -20.40  6.51
O  -5.38  -16.03  8.53
H  -5.68  -16.86  8.82
H  -5.78  -15.81  7.68
O  0.70  -11.94  7.47
H  -0.17  -11.94  7.90
H  0.55  -11.41  6.67
O  -1.37  -18.43  10.80
H  -0.43  -18.27  10.95
H  -1.85  -17.68  11.25
O  0.58  -14.99  4.74
H  0.04  -15.56  5.29
H  0.65  -15.42  3.87
O  0.94  -14.45  8.49
H  1.02  -13.67  7.93
H  1.44  -15.14  8.08
O  -1.95  -17.21  4.16
H  -2.53  -17.85  3.78
H  -2.50  -16.67  4.73
O  1.67  -17.75  10.78
H  1.72  -17.82  9.85
H  2.18  -17.00  11.04
O  0.02  -9.58  8.59
H  0.63  -10.34  8.39
H  0.43  -9.14  9.37
O  -2.74  -16.32  11.90
H  -2.32  -15.71  12.56
H  -3.64  -15.99  11.67
O  -4.87  -14.52  10.83
H  -4.03  -14.06  10.71
H  -5.16  -14.67  9.92
O  -1.11  -15.34  6.87
H  -0.46  -14.91  7.48
H  -1.48  -16.04  7.40
O  -3.92  -16.71  6.27
H  -4.02  -15.75  6.30
H  -3.39  -17.02  7.00
O  -1.48  -12.79  4.33
H  -1.81  -12.64  3.44
H  -0.80  -13.49  4.30
O  -1.50  -20.11  7.84
H  -0.95  -19.81  8.54
H  -2.31  -19.61  8.02

Output
HOMO energy (eV): -11.290
Orbital gap (eV): 11.286
Total charge: 0

Model 2:
Molecular formula: H42O21
Method: DFT, wB97M-V/def2-TZVPD

Positions of all 63 atoms, in Å:
O  -0.94  -3.16  -1.16
H  -1.76  -2.96  -0.69
H  -0.37  -3.63  -0.53
O  -3.78  -0.55  -2.85
H  -3.08  -0.81  -2.24
H  -3.84  -1.42  -3.26
O  -0.89  4.28  -0.74
H  -1.10  4.51  0.17
H  -0.62  5.17  -0.99
O  4.31  2.34  -0.66
H  4.20  3.03  -1.30
H  3.82  2.43  0.15
O  -1.14  -0.82  -2.54
H  -1.01  -1.36  -3.31
H  -0.80  -1.18  -1.73
O  1.14  -2.32  -2.64
H  1.02  -2.74  -1.77
H  1.48  -1.44  -2.41
O  0.09  2.48  -2.92
H  -0.54  2.95  -2.34
H  -0.44  1.67  -3.09
O  -1.17  1.10  1.49
H  -0.20  0.77  1.50
H  -0.98  2.02  1.36
O  -1.44  -4.29  1.36
H  -1.25  -4.32  2.31
H  -1.95  -3.50  1.14
O  -1.23  -2.37  3.71
H  -1.51  -1.46  3.94
H  -0.35  -2.37  3.31
O  -0.65  0.39  4.01
H  0.20  -0.03  4.11
H  -0.90  0.56  3.09
O  3.39  -0.54  -1.00
H  4.26  -0.22  -0.77
H  2.95  0.04  -1.64
O  -3.98  1.30  -0.57
H  -4.60  1.66  0.08
H  -4.35  0.99  -1.38
O  1.98  3.42  0.30
H  2.52  4.12  0.68
H  1.74  3.56  -0.64
O  2.30  -3.02  2.70
H  2.06  -2.65  3.54
H  2.52  -3.93  2.48
O  1.26  -2.31  0.12
H  2.15  -1.95  0.21
H  1.35  -3.06  0.71
O  -2.91  -1.27  0.38
H  -2.31  -1.04  1.09
H  -2.93  -0.59  -0.28
O  1.96  -0.45  3.29
H  1.93  -0.33  2.29
H  2.30  0.43  3.47
O  1.88  1.45  -1.47
H  2.35  2.23  -1.80
H  0.94  1.70  -1.73
O  1.36  0.79  1.12
H  1.84  1.57  0.72
H  1.58  0.28  0.27
O  -2.65  1.77  -2.60
H  -2.48  2.21  -1.75
H  -2.75  0.85  -2.29

Output
HOMO energy (eV): -10.065
Orbital gap (eV): 9.297
Total charge: 0

Pick model 1: it beats the second-best structure by 0.1670 hartree.